CF4MnNO2S2 | the ωB97M-V functional and the def2-TZVPD basis

Values from the calculation:
lowest unoccupied orbital energy (alpha / beta): -8.281 / -8.357 eV
total charge: +1
Kohn-Sham gap (alpha / beta): 3.92 / 3.84 eV
HOMO (alpha / beta): -12.20 / -12.19 eV
2S+1: 6
energy relative to the best compared isomer or geometry (same formula, charge and spin): 337.7 kJ/mol

Positions of all 11 atoms, in Å:
Mn 1.66677 1.68138 2.54972
F 1.07167 -0.07911 -2.46523
N -1.02468 0.89284 -0.62015
S 0.14410 1.18199 -1.70622
O -0.38752 2.05048 -2.76305
S -0.78382 0.44270 0.88929
O 0.61407 0.74426 1.48118
C -0.38792 -1.40528 0.67757
F -0.57957 -1.95722 1.86583
F -1.19477 -1.92874 -0.22522
F 0.86166 -1.62330 0.31627

=====

C3H6N2O2 | the ωB97M-V functional and the def2-TZVPD basis

Values from the calculation:
lowest unoccupied orbital energy: 0.960 eV
Kohn-Sham gap: 10.21 eV
HOMO: -9.25 eV
2S+1: 1
SMILES: N/N=C1\COCO1
energy relative to the best compared isomer or geometry (same formula, charge and spin): 356.6 kJ/mol

Positions of all 13 atoms, in Å:
C 0.23499 0.25129 -0.41336
C -0.27189 -0.31578 0.87032
C -1.85821 0.80375 -0.16064
H 2.57815 -1.54376 -0.92799
H 3.03053 -0.26367 -0.01911
H -0.05290 0.39245 1.68409
H 0.02364 -1.30200 0.97809
H -1.92734 1.68162 0.44432
H -2.74911 0.63096 -0.80933
N 2.17341 -0.84109 -0.16952
N 1.33923 -0.02528 -1.00982
O -1.72513 -0.37694 0.58102
O -0.79535 0.90844 -1.04807

=====

C26H21N6O2Y | the ωB97M-V functional and the def2-TZVPD basis

Values from the calculation:
lowest unoccupied orbital energy: -5.922 eV
total charge: +2
Kohn-Sham gap: 8.47 eV
HOMO: -14.40 eV
2S+1: 1

Positions of all 56 atoms, in Å:
Y -0.00833 -0.26553 0.68769
C 1.04283 2.94539 1.08662
N 0.02273 2.32889 0.20725
C -1.31701 2.95293 0.34670
C -2.25506 2.00528 1.03118
N -2.13371 0.69062 0.94418
C -3.20937 0.15294 1.66442
C -3.55713 -1.17014 1.91834
C -4.67839 -1.38642 2.69176
C -5.43906 -0.32091 3.19889
C -5.10438 0.99424 2.95006
C -3.97268 1.20236 2.17245
N -3.33004 2.36265 1.74439
C 2.17339 1.98442 1.29513
N 2.09896 0.70771 0.96220
C 3.28282 0.11618 1.42564
C 3.71521 -1.20473 1.36666
C 4.93946 -1.48893 1.93597
C 5.71921 -0.48990 2.53939
C 5.30129 0.82444 2.59596
C 4.06505 1.09947 2.02767
N 3.32320 2.27591 1.91640
H 1.40951 3.89240 0.68218
H 0.58562 3.15852 2.05592
H 0.32988 2.47034 -0.75058
H -1.26225 3.89677 0.89201
H -1.71417 3.18498 -0.64319
H -2.98238 -1.99861 1.52141
H -4.98538 -2.39890 2.91387
H -6.31011 -0.53915 3.80065
H -5.69287 1.81270 3.34113
H -3.62516 3.30757 1.93626
H 3.12442 -1.97989 0.89240
H 5.31384 -2.50293 1.91670
H 6.67248 -0.75923 2.97205
H 5.90506 1.59148 3.06092
H 3.59752 3.18318 2.26042
O -0.02649 -2.43094 4.27853
C -0.00769 -2.09956 3.13023
O -0.00487 -0.85906 2.67296
C 0.01334 -3.13278 2.00941
C 0.03996 -4.49752 2.30470
C 0.06038 -5.39045 1.26746
C 0.04932 -4.92837 -0.06685
C 0.06565 -5.79719 -1.18393
C 0.04860 -5.29462 -2.45264
C 0.01298 -3.90004 -2.66654
C -0.00272 -3.03895 -1.60564
C 0.01755 -3.53254 -0.28496
N 0.00337 -2.65602 0.76738
H 0.04496 -4.79820 3.34260
H 0.08374 -6.45666 1.45680
H 0.09056 -6.86552 -1.01164
H 0.06050 -5.96073 -3.30385
H -0.00341 -3.51624 -3.67751
H -0.03525 -1.96444 -1.78899

=====

C10H21ClEuF3O5P2S | the ωB97M-V functional and the def2-TZVPD basis

Values from the calculation:
lowest unoccupied orbital energy (alpha / beta): -10.554 / -10.495 eV
total charge: +2
Kohn-Sham gap (alpha / beta): 6.06 / 6.11 eV
HOMO (alpha / beta): -16.61 / -16.61 eV
2S+1: 7

Positions of all 44 atoms, in Å:
C -1.65916 2.73497 0.42192
C -1.82122 1.34049 0.67866
H -2.33268 3.32804 1.07087
H -1.89292 2.95115 -0.63737
H -0.61165 3.04344 0.60187
O -2.48108 0.51138 1.18646
Cl 1.15891 2.55423 -1.93955
Eu 0.93794 0.24791 -0.74347
P -1.45529 -0.70623 -2.06541
C -2.59168 -2.10068 -1.81995
C -2.38820 0.62816 -2.89020
H -2.83587 0.28825 -3.83501
H -0.90101 -1.32584 -4.37315
H -1.69264 1.46203 -3.08331
H 0.49489 -0.57564 -3.55575
H -3.26424 -1.84678 -0.98672
H -3.16835 0.97219 -2.19502
C -0.35009 -1.28040 -3.42410
H -3.18443 -2.32493 -2.71862
H 0.06919 -2.27139 -3.18830
H -2.00657 -2.98703 -1.53065
P 1.54583 0.73356 2.02313
C 1.43899 -0.33179 3.49440
C 3.29397 0.50265 1.44346
H 1.70754 3.11235 1.70255
H 2.25823 2.67824 3.36321
H 0.49874 2.67671 2.95360
C 1.51500 2.47276 2.57901
H 3.41954 0.82449 0.38715
H 3.96942 1.11674 2.05718
H 2.11832 -0.00444 4.29481
H 1.67123 -1.36548 3.19465
H 3.59588 -0.55598 1.51245
H 0.39957 -0.30323 3.85696
C -0.59637 -1.93618 1.14500
O -1.21323 -2.62683 1.83004
F 1.77073 -5.54146 -0.69425
C 1.41125 -4.30860 -1.09808
F 1.60392 -4.24476 -2.44021
F 0.06056 -4.19191 -0.89696
S 2.21313 -2.86396 -0.22087
O 1.52493 -2.73480 1.06963
O 3.63455 -3.06840 -0.14535
O 1.84056 -1.77405 -1.18039

=====

C29H41F3IInN6O3P | the ωB97M-V functional and the def2-TZVPD basis

Values from the calculation:
lowest unoccupied orbital energy: 1.983 eV
total charge: -1
Kohn-Sham gap: 8.10 eV
HOMO: -6.11 eV
2S+1: 1

Positions of all 85 atoms, in Å:
C -4.88377 -1.51177 -0.27475
C -3.87565 -0.65188 0.58112
I -4.85354 1.11953 1.45055
C -2.62536 -0.15842 -0.27842
In -0.93257 0.09237 1.20146
C 0.41841 1.84832 0.78743
P -0.20432 3.45709 1.49646
O -0.05379 3.43805 3.01892
O 0.71925 4.78131 0.96946
O -1.84244 3.68819 1.19820
C 0.17863 -1.91861 1.19192
F -0.77646 -2.92722 0.96485
F 0.74165 -2.19259 2.42822
F 1.10192 -2.05306 0.13272
H -5.20833 -0.97805 -1.20843
H -5.78700 -1.69238 0.37239
H -4.44137 -2.51934 -0.51878
H -3.51680 -1.23520 1.47209
H -2.44043 -0.98351 -1.02419
H -2.86585 0.76093 -0.86698
H -1.63026 0.21559 2.86402
H 1.39120 1.65480 1.32624
H 0.68068 1.92844 -0.30449
H 1.34262 4.48231 0.28879
H -2.27006 3.47120 2.04492
N -5.47972 -4.43090 2.26486
C -6.39137 -4.29928 3.27899
C -5.79188 -3.59941 4.29616
C -4.47192 -3.29341 3.87760
C -4.30933 -3.81647 2.62006
H -5.64380 -4.90395 1.39511
H -7.38274 -4.71434 3.18984
H -6.25131 -3.33573 5.23575
H -3.72443 -2.75013 4.43388
H -3.46386 -3.80521 1.95007
N 3.94520 -2.31742 0.65116
C 4.08983 -2.05051 1.98423
C 5.43282 -1.93888 2.24953
C 6.12340 -2.14031 1.02752
C 5.17843 -2.37042 0.05905
H 3.06570 -2.45316 0.17761
H 3.22813 -1.96443 2.62677
H 5.86970 -1.73288 3.21418
H 7.19117 -2.11824 0.87441
H 5.27656 -2.56627 -0.99695
N -8.77551 -3.31441 -0.91555
C -9.65586 -2.32701 -1.26500
C -9.57486 -2.15063 -2.62324
C -8.61258 -3.07006 -3.11210
C -8.13901 -3.77621 -2.03578
H -8.62070 -3.64828 0.01864
H -10.26023 -1.83594 -0.51978
H -10.14425 -1.44002 -3.20117
H -8.30216 -3.19994 -4.13683
H -7.40543 -4.56341 -1.96999
N 0.05665 0.26788 -2.94831
C -0.82371 1.25381 -3.29797
C -0.74110 1.43179 -4.65647
C 0.22246 0.51330 -5.14477
C 0.69526 -0.19308 -4.06730
H 0.21032 -0.06755 -2.01207
H -1.42993 1.74290 -2.55252
H -1.31096 2.14210 -5.23454
H 0.53400 0.38361 -6.16954
H 1.42903 -0.98021 -4.00050
N 4.36965 1.12847 -0.13402
C 5.07688 1.53277 0.96516
C 5.26925 2.88799 0.86929
C 4.64946 3.31905 -0.33193
C 4.10042 2.21006 -0.92784
H 4.09087 0.18134 -0.32812
H 5.38176 0.82290 1.71647
H 5.79560 3.50126 1.58339
H 4.60887 4.32738 -0.71654
H 3.54414 2.09838 -1.84530
N 8.10279 4.25617 -0.94581
C 7.86287 5.19157 0.02026
C 9.05516 5.79410 0.33424
C 10.05296 5.20114 -0.48027
C 9.43381 4.25701 -1.26157
H 7.40590 3.65975 -1.35976
H 6.86708 5.34673 0.40131
H 9.19412 6.57397 1.06639
H 11.10524 5.43875 -0.49322
H 9.82478 3.58784 -2.01090

=====

C7H8N2O2 | the ωB97M-V functional and the def2-TZVPD basis

Values from the calculation:
lowest unoccupied orbital energy: -0.483 eV
Kohn-Sham gap: 9.40 eV
HOMO: -9.88 eV
2S+1: 1
SMILES: CC1=CC(=O)N(C#N)[C@]1(C)O
energy relative to the best compared isomer or geometry (same formula, charge and spin): 222.4 kJ/mol

Positions of all 19 atoms, in Å:
C -1.21615 2.32250 -0.27291
C -0.23178 -0.38600 1.66501
C 0.00633 -0.93721 0.45426
C -0.89727 0.86017 1.61820
C -0.26535 0.14969 -0.64475
C 0.87460 -2.27224 0.39078
C 0.94042 0.86542 -1.26025
N -1.37116 3.24201 -0.92845
N -0.94179 1.19249 0.23150
O -1.36742 1.59477 2.44724
O -1.13691 -0.19992 -1.62690
H -0.27548 -0.90936 2.55664
H 0.56062 -2.87902 1.28685
H 1.91733 -1.95224 0.45078
H 0.82277 -2.78537 -0.55084
H 1.56683 0.24313 -1.85968
H 1.42043 1.28944 -0.43461
H 0.66298 1.73395 -1.80504
H -1.06901 -1.17222 -1.71782

=====

| no. | total energy (Eh) |
| --- | --- |
| 1 | -2589.72412 |
| 2 | -377.82353 |
| 3 | -1520.47833 |
| 4 | -3320.23638 |
| 5 | -2812.74125 |
| 6 | -531.47437 |